# 1
C35H85AlBrN4O | wB97M-V/def2-TZVPD

```
127
Properties=species:S:1:pos:R:3
C 5.575 5.135 0.655
C 5.070 6.536 1.040
C 4.465 7.322 -0.136
C 3.592 8.498 0.332
C 2.096 8.379 -0.012
C 1.468 6.996 0.259
Al 0.041 7.035 1.696
Br -1.889 8.219 0.836
C -0.481 5.166 2.284
C 0.600 4.115 1.982
C 0.061 2.684 1.746
C 0.158 2.285 0.281
O 1.506 2.261 -0.150
C 1.824 3.108 -1.235
H 6.662 5.079 0.640
H 5.242 4.394 1.380
H 5.207 4.816 -0.319
H 5.905 7.116 1.438
H 4.333 6.446 1.835
H 3.886 6.611 -0.721
H 5.292 7.664 -0.761
H 3.974 9.404 -0.143
H 3.692 8.620 1.409
H 1.579 9.114 0.611
H 1.927 8.690 -1.044
H 0.998 6.615 -0.653
H 2.202 6.252 0.571
H 0.611 7.938 2.916
H -1.431 4.880 1.826
H -0.643 5.203 3.365
H 1.351 4.082 2.769
H 1.126 4.404 1.072
H 0.657 1.963 2.314
H -0.978 2.608 2.062
H -0.454 2.973 -0.309
H -0.269 1.284 0.144
H 1.142 3.953 -1.321
H 1.822 2.542 -2.174
H 2.825 3.513 -1.094
C 1.999 -1.656 3.620
C 1.891 -1.104 2.208
N 2.969 -1.520 1.330
C 3.002 -0.750 0.096
C 1.822 -0.889 -0.871
C 3.171 -2.949 1.206
C 1.990 -3.796 0.711
H 2.961 -1.402 4.068
H 1.213 -1.222 4.239
H 1.876 -2.740 3.657
H 1.927 -0.014 2.264
H 0.895 -1.355 1.806
H 3.931 -0.979 -0.434
H 3.073 0.302 0.381
H 1.855 -1.819 -1.443
H 1.849 -0.066 -1.586
H 0.864 -0.832 -0.355
H 3.483 -3.334 2.180
H 4.030 -3.111 0.550
H 1.052 -3.512 1.192
H 2.167 -4.850 0.937
H 1.858 -3.717 -0.368
C -4.273 -4.877 -2.849
C -2.849 -5.331 -3.125
N -1.848 -4.513 -2.468
C -0.498 -4.756 -2.944
C 0.127 -6.133 -2.689
C -1.997 -4.367 -1.032
C -1.999 -5.639 -0.173
H -4.406 -3.829 -3.118
H -4.970 -5.471 -3.443
H -4.552 -5.003 -1.803
H -2.669 -5.262 -4.202
H -2.761 -6.400 -2.868
H 0.153 -3.986 -2.519
H -0.501 -4.575 -4.024
H 0.428 -6.260 -1.649
H 1.026 -6.245 -3.299
H -0.549 -6.947 -2.954
H -2.925 -3.824 -0.839
H -1.207 -3.701 -0.676
H -2.619 -6.431 -0.598
H -2.400 -5.411 0.817
H -0.994 -6.034 -0.027
C -0.423 0.832 10.193
C -0.015 1.022 8.740
N -0.704 0.126 7.829
C -0.126 0.109 6.495
C -0.188 1.394 5.659
C -2.154 0.161 7.892
C -2.855 1.504 7.640
H -0.287 -0.206 10.502
H 0.195 1.463 10.833
H -1.462 1.111 10.369
H 1.055 0.812 8.653
H -0.142 2.083 8.472
H -0.595 -0.703 5.931
H 0.925 -0.178 6.602
H -1.185 1.580 5.263
H 0.482 1.307 4.801
H 0.126 2.270 6.226
H -2.457 -0.204 8.877
H -2.535 -0.582 7.186
H -2.366 2.324 8.167
H -3.885 1.453 8.000
H -2.895 1.757 6.583
C -4.051 -2.226 -6.083
C -4.155 -2.889 -7.448
N -2.949 -2.756 -8.244
C -3.129 -3.127 -9.635
C -3.466 -4.588 -9.961
C -1.727 -3.223 -7.612
C -1.664 -4.690 -7.166
H -3.776 -1.175 -6.181
H -5.015 -2.278 -5.576
H -3.319 -2.716 -5.438
H -4.964 -2.406 -8.003
H -4.461 -3.939 -7.310
H -2.227 -2.840 -10.181
H -3.928 -2.495 -10.035
H -2.600 -5.242 -9.857
H -3.804 -4.664 -10.996
H -4.266 -4.975 -9.329
H -1.538 -2.592 -6.740
H -0.898 -3.017 -8.293
H -2.580 -5.004 -6.663
H -0.843 -4.822 -6.459
H -1.483 -5.368 -7.999
```

Results
* DFT total energy: -4495.2880 Ha
* charge: -1
* maximum force: 0.70 eV/Å
* frontier orbital gap: 6.79 eV
* LUMO level: 1.94 eV
* E_HOMO: -4.85 eV

Mulliken atomic charge list, values in e, 99 entries: -1.252, -0.379, -0.673, -0.911, -0.887, 0.151, 0.202, -0.553, -0.914, -0.058, 0.638, -0.838, -0.156, -0.830, 0.355, 0.273, 0.286, 0.456, 0.276, 0.359, 0.492, 0.313, 0.364, 0.261, 0.309, 0.304, -0.150, -0.374, 0.381, 0.330, 0.376, -0.391, -0.694, 0.418, 0.392, 0.422, 0.370, 0.321, 0.143, -1.178, 0.041, 0.131, -0.803, -0.874, -1.115, -0.646, 0.330, 0.045, 0.374, 0.212, 0.082, 0.341, 0.433, 0.382, 0.384, 0.045, 0.422, 0.422, 0.261, 0.456, 0.118, -1.555, -0.072, 0.252, 0.390, -1.132, -0.470, -1.075, 0.289, 0.452, 0.379, 0.096, 0.291, -0.148, -0.132, 0.194, 0.456, 0.315, 0.408, 0.150, 0.336, 0.391, 0.223, -1.435, -0.307, 0.169, -1.027, -0.465, -0.657, -1.010, 0.329, 0.436, 0.296, 0.430, 0.256, 0.325, 0.368, 0.159, 0.189



# 2
C35H90N5O30P5 | wB97M-V/def2-TZVPD

```
165
Properties=species:S:1:pos:R:3
C -3.333 1.344 0.707
C -4.513 0.578 1.256
O -5.670 0.610 0.419
P -6.777 -0.493 0.762
O -6.310 -1.825 0.382
O -8.056 0.020 -0.035
C -7.863 0.860 -1.216
C -9.175 0.934 -1.951
O -7.193 -0.281 2.282
C -7.079 -1.412 3.189
C -8.377 -2.197 3.279
H -3.197 1.064 -0.339
H -3.567 2.410 0.752
H -2.387 1.290 1.244
H -4.241 -0.453 1.518
H -4.783 0.952 2.252
H -7.653 1.832 -0.768
H -7.039 0.441 -1.790
H -9.408 0.035 -2.529
H -10.020 1.223 -1.329
H -9.196 1.642 -2.787
H -6.125 -1.911 3.003
H -6.871 -0.957 4.162
H -9.050 -1.547 3.838
H -8.795 -2.619 2.373
H -8.173 -2.999 3.996
C 6.755 6.673 0.973
C 5.961 6.729 2.310
O 5.553 5.442 2.753
P 4.297 4.655 2.171
O 3.935 4.994 0.780
O 4.813 3.137 2.350
C 5.645 2.680 3.399
C 5.451 1.174 3.617
O 3.188 4.858 3.291
C 1.794 4.664 2.989
C 1.427 3.344 2.327
H 7.541 5.945 1.175
H 6.090 6.223 0.237
H 7.083 7.686 0.764
H 6.698 7.066 3.037
H 5.177 7.477 2.194
H 6.670 3.019 3.213
H 5.364 3.267 4.287
H 4.399 0.921 3.709
H 5.952 0.700 2.776
H 5.993 0.919 4.527
H 1.230 4.724 3.917
H 1.548 5.464 2.290
H 1.645 2.448 2.909
H 0.357 3.261 2.135
H 1.970 3.278 1.383
C 0.321 -3.656 -2.404
C 0.067 -4.488 -3.677
O 1.057 -5.488 -3.975
P 0.833 -7.030 -3.554
O -0.556 -7.389 -3.284
O 1.463 -7.784 -4.839
C 1.324 -9.180 -4.962
C 2.108 -9.705 -6.149
O 1.963 -7.276 -2.444
C 3.257 -6.706 -2.628
C 4.202 -6.918 -1.455
H 0.594 -4.422 -1.673
H 1.024 -2.841 -2.535
H -0.651 -3.310 -2.051
H -0.841 -5.095 -3.590
H -0.130 -3.878 -4.560
H 1.633 -9.728 -4.060
H 0.249 -9.393 -5.030
H 2.101 -10.783 -6.276
H 1.673 -9.281 -7.056
H 3.110 -9.295 -6.012
H 3.768 -7.102 -3.507
H 3.140 -5.628 -2.736
H 4.052 -7.900 -0.996
H 5.235 -6.754 -1.744
H 3.920 -6.296 -0.601
C 2.460 8.409 -0.532
C 1.220 7.739 0.078
O 0.952 6.617 -0.780
P -0.086 5.577 -0.198
O 0.219 5.061 1.143
O -1.487 6.389 -0.357
C -2.438 6.455 0.689
C -3.059 5.071 0.936
O -0.086 4.525 -1.427
C -0.476 3.183 -1.113
C 0.241 2.275 -2.117
H 3.254 7.690 -0.338
H 2.340 8.758 -1.554
H 2.702 9.328 0.011
H 1.444 7.498 1.115
H 0.395 8.454 0.026
H -2.045 6.825 1.639
H -3.168 7.189 0.352
H -3.248 4.841 1.986
H -4.055 4.938 0.494
H -2.565 4.214 0.480
H -0.256 2.881 -0.091
H -1.544 3.051 -1.308
H 1.225 2.741 -2.234
H 0.403 1.223 -1.887
H -0.179 2.266 -3.125
C 0.686 -0.333 3.155
C 1.792 -1.369 3.315
O 2.009 -2.160 2.151
P 3.230 -1.754 1.208
O 4.544 -1.739 1.866
O 2.787 -0.350 0.563
C 3.594 0.848 0.756
C 3.565 1.600 -0.548
O 2.980 -2.809 0.020
C 3.964 -2.852 -1.019
C 5.274 -3.521 -0.532
H -0.278 -0.836 3.230
H 0.731 0.463 3.898
H 0.741 0.149 2.176
H 2.679 -0.900 3.745
H 1.410 -2.061 4.067
H 3.223 1.408 1.605
H 4.610 0.534 0.985
H 2.611 2.057 -0.813
H 4.434 2.241 -0.703
H 3.734 0.920 -1.394
H 3.605 -3.275 -1.955
H 4.339 -1.897 -1.406
H 6.002 -2.814 -0.157
H 5.071 -4.401 0.074
H 5.611 -3.962 -1.479
C -4.427 -0.814 -2.895
N -3.159 -1.406 -3.334
O -3.076 -1.820 -4.463
O -2.285 -1.438 -2.489
H -4.177 0.252 -2.875
H -4.655 -0.974 -1.845
H -5.257 -1.043 -3.552
C -3.351 -0.936 5.330
N -3.242 -2.044 4.369
O -2.714 -1.828 3.305
O -3.642 -3.133 4.763
H -2.374 -0.506 5.546
H -3.845 -1.071 6.287
H -3.928 -0.193 4.772
C -4.458 -4.325 1.442
N -3.304 -4.271 0.472
O -2.331 -3.650 0.815
O -3.430 -4.804 -0.605
H -3.957 -4.820 2.277
H -5.291 -4.888 1.051
H -4.607 -3.300 1.759
C 2.361 0.743 -4.009
N 3.557 -0.018 -4.420
O 3.941 0.136 -5.561
O 4.062 -0.791 -3.638
H 1.890 1.294 -4.817
H 2.582 1.410 -3.183
H 1.629 -0.012 -3.725
C -0.824 -1.066 0.027
N -0.271 0.110 -0.668
O -0.401 1.185 -0.130
O 0.221 -0.052 -1.746
H -0.051 -1.762 0.354
H -1.459 -1.723 -0.568
H -1.436 -0.783 0.878
```

Results
* DFT total energy: -5625.1845 Ha
* maximum force: 5.34 eV/Å
* frontier orbital gap: 8.70 eV
* LUMO level: -0.55 eV
* energy relative to the best compared isomer or geometry (same formula, charge and spin): 426.50 kJ/mol
* E_HOMO: -9.25 eV

Mulliken atomic charge list, values in e, 99 entries: -0.276, 0.081, -0.280, 0.692, -0.551, -0.385, 0.407, -1.478, -0.297, 0.523, -1.254, 0.065, -0.047, 0.253, -0.100, 0.296, 0.230, 0.023, 0.340, 0.336, 0.419, -0.273, 0.264, 0.326, 0.357, 0.374, -1.067, -0.297, -0.361, 0.786, -0.752, 0.021, -0.380, -0.927, -0.374, -0.412, -0.108, 0.332, 0.213, 0.416, 0.336, 0.304, 0.261, 0.407, 0.011, 0.260, 0.489, 0.339, -0.017, 0.202, 0.381, -0.255, 0.486, -0.973, -0.321, 0.892, -0.744, -0.295, -0.251, -1.175, -0.295, 0.297, -1.076, 0.293, -0.111, -0.226, 0.481, 0.315, 0.302, 0.342, 0.374, 0.282, 0.291, 0.241, 0.085, 0.389, 0.373, 0.066, -1.271, -0.114, -0.309, 0.722, -0.104, -0.352, -0.407, -0.230, -0.511, 0.384, -1.580, 0.179, 0.331, 0.413, 0.241, 0.346, 0.211, 0.357, 0.345, 0.405, -0.438



Q: Which formula does entry 1 have?
A: C35H85AlBrN4O



Q: What is the formula in the first record?
A: C35H85AlBrN4O



Q: Among the records above, which one has the lowest LUMO level?
A: C35H90N5O30P5